The following is a DFT calculation (wB97M-V/def2-TZVPD) of an isolated molecule of C4H6O2 at a distorted geometry.

Each line ends with the Mulliken charge.
Atoms and positions in Å:
O: -0.01458 0.82634 -1.16289  -0.35
C: -1.08395 -0.03202 0.72811  -0.36
H: 1.17658 1.27976 0.31134  0.46
O: 0.99763 -0.84008 0.09485  -0.37
H: 0.77787 -0.79535 1.85131  0.27
H: -2.12662 1.10499 -0.81269  0.35
C: 0.04579 -0.97550 0.99233  -0.25
C: -1.24518 0.51746 -0.50106  -0.15
H: -0.40103 -1.97356 1.00820  0.28
H: 1.91171 0.83349 -1.04796  0.22
C: 1.07028 0.47508 -0.27041  -0.34
H: -1.92448 -0.24944 1.54030  0.24

Cartesian forces (eV/Å) of the 6 atoms listed first:
-2.41 -0.93 0.75
-3.08 -1.45 1.42
-0.30 2.20 4.21
3.74 0.62 -4.94
-2.57 -0.30 1.07
0.68 -0.62 -0.19

Its SMILES is C1=COCOC1. The energy relative to the best compared isomer or geometry (same formula, charge and spin) comes out at 92.3 kcal/mol. The value obtained for the HOMO energy is -8.9 eV. As for the LUMO energy: 0.952 eV. The calculation puts the orbital gap at 0.3622 hartree.

***

The following is a DFT calculation (wB97M-V/def2-TZVPD) of the ion C4H3Br3NS with charge +1 at a distorted geometry.

Each line ends with the Mulliken charge.
Atoms and positions in Å:
C: -0.06543 -0.24684 0.27676  -1.02
C: 3.76360 -0.34965 -0.04906  -0.06
C: 2.24511 -0.92067 -0.10634  0.27
H: -0.47348 -0.81752 -0.43408  0.45
S: 2.04336 1.69921 0.05838  0.13
N: 1.38125 0.08447 -0.07198  0.01
Br: 5.20218 -1.52067 0.20727  0.13
C: 3.67894 1.02938 -0.12372  0.29
Br: 5.30272 2.14355 -0.20668  0.02
H: -0.08097 -0.78828 1.23107  0.40
Br: 1.92680 -2.68577 -0.09932  0.09
H: -0.67689 0.64368 0.36460  0.31

Cartesian forces (eV/Å) of the 6 atoms listed first:
2.20 2.45 2.83
-3.79 -4.22 0.20
5.71 1.74 0.14
-1.28 -2.24 -2.94
1.58 -1.06 -0.15
-2.40 -0.49 0.24

Its expectation value of S² is 2.009. The energy relative to the best compared isomer or geometry (same formula, charge and spin) comes out at 0.0 kcal/mol. The value obtained for the HOMO energy (spin up / spin down) is -10.5 / -13.9 eV. As for the LUMO energy (spin up / spin down): -4.444 / -8.076 eV. The calculation puts the orbital gap (spin up / spin down) at 0.2235 / 0.2136 hartree. Its spin multiplicity is 3. Its net charge is +1.

***

The following is a DFT calculation (wB97M-V/def2-TZVPD) of a structure of composition C2H2FOPt at a distorted geometry.

Each line ends with the Mulliken charge.
Atoms and positions in Å:
C: 1.06615 -0.60397 0.09536  -0.87
H: -2.08635 0.86698 -0.20171  0.47
O: -0.40573 1.36162 -0.06851  -0.35
H: 0.74527 -1.63777 -0.06329  0.41
C: 0.12881 0.29353 0.18128  1.09
F: -2.26022 -0.17405 -0.03173  -0.45
Pt: 2.81206 -0.10634 0.08861  0.69

Cartesian forces (eV/Å) of the 6 atoms listed first:
-0.84 -3.54 0.03
-1.39 -4.76 0.73
3.02 -5.19 1.94
0.20 -0.06 0.15
-3.80 8.72 -2.19
0.51 4.19 -0.74

Its expectation value of S² is 2.013. The energy relative to the best compared isomer or geometry (same formula, charge and spin) comes out at 0.0 kcal/mol. The value obtained for the HOMO energy (spin up / spin down) is -15.6 / -16.4 eV. As for the LUMO energy (spin up / spin down): -6.786 / -8.281 eV. The calculation puts the orbital gap (spin up / spin down) at 0.3239 / 0.2996 hartree. Its spin multiplicity is 3. Its net charge is +1.

***

The following is a DFT calculation (wB97M-V/def2-TZVPD) of an isolated molecule of C20H16ClFN8O3 at a distorted geometry.

Each line ends with the Mulliken charge.
Atoms and positions in Å:
C: 3.15651 1.31652 -4.43227  -0.53
N: 0.36762 -1.47189 0.14887  0.60
O: -3.61848 0.06970 -1.08599  -0.66
N: 3.45214 -2.25247 1.69671  -0.41
C: -2.10937 2.28743 2.23587  -0.71
H: 4.38805 1.42770 -4.07779  0.11
C: 0.84684 1.37734 -4.02748  -0.23
H: -1.03786 -2.47444 7.06343  0.44
C: 0.54538 1.77187 -5.45445  0.25
H: -2.58895 3.27510 2.03852  0.34
C: 3.21757 1.77139 -5.66431  -0.56
C: -2.45711 -0.09263 -1.58388  0.11
H: 3.85357 2.15633 -6.25722  0.59
N: 1.41624 -1.23494 2.09083  -0.13
Cl: 2.46194 0.79404 -1.96395  -0.13
C: -0.84149 -0.64292 0.10556  -0.32
C: -1.27344 -1.38532 5.36177  0.11
H: -0.15603 -1.54253 5.01920  0.17
C: 2.69445 -2.14972 0.59697  0.17
C: 1.44302 -1.48993 0.94018  0.72
H: -0.83684 -0.73688 7.34459  0.38
H: -2.28663 -1.57812 7.07114  0.40
C: -0.38422 1.04868 -3.26029  0.44
C: -1.30722 -0.46377 -1.15492  0.93
C: -1.28051 -1.48457 6.79592  -1.56
H: -1.04799 -1.39401 2.82299  -0.10
C: -1.23055 0.12192 1.25067  -0.23
F: -0.56972 1.95618 -6.01500  -0.21
H: 2.03843 -2.70051 -1.32471  0.46
C: 2.23784 1.48832 -3.51785  0.48
C: -1.71622 0.49670 3.61404  0.37
N: -0.72235 -1.33558 -1.84141  -0.64
O: -1.94293 -0.12231 4.89500  -0.44
N: 2.91831 -3.19839 -0.60318  -0.53
N: 0.37247 -1.77044 -1.20110  -0.79
C: -1.87626 1.67518 3.43476  -0.41
N: -1.39543 0.79442 -3.65416  -0.36
H: -1.50922 1.98559 0.17278  0.55
O: 2.79856 -1.44579 2.55747  -0.15
H: -0.20864 1.27131 -2.17765  0.34
N: -2.53444 0.66806 -2.81726  -0.17
C: 1.69515 1.99810 -6.27954  -0.42
H: -2.33568 2.18347 4.20434  0.45
C: -1.62506 1.46609 1.04204  -0.74
H: 1.75543 2.44876 -7.32810  0.28
H: 3.77613 -3.31110 -0.61665  0.19
C: -1.27940 -0.12496 2.51867  0.99
H: -1.90093 -2.12825 4.75138  0.28
H: -3.36267 0.68128 -3.43458  0.27

Cartesian forces (eV/Å) of the 6 atoms listed first:
10.49 2.09 0.55
-8.05 3.67 -6.09
3.32 -2.51 0.87
-2.04 1.86 -3.33
2.30 -1.96 -5.68
-3.42 -1.07 -0.03

Its SMILES is CCOc1cccc(-c2c(C(=O)N/N=C/c3c(F)cccc3Cl)nnn2-c2nonc2N)c1. The energy relative to the best compared isomer or geometry (same formula, charge and spin) comes out at 422.3 kcal/mol. The value obtained for the HOMO energy is -8.9 eV. As for the LUMO energy: -1.193 eV. The calculation puts the orbital gap at 0.2837 hartree.

***

The following is a DFT calculation (wB97M-V/def2-TZVPD) of an isolated molecule of C4H7NO2.

Each line ends with the Mulliken charge.
Atoms and positions in Å:
O: 1.14052 -0.40510 -1.48094  -0.35
H: -0.75204 -0.86646 -2.18597  0.24
C: -0.63429 -0.82774 -0.01504  -0.50
N: -0.04700 0.47740 0.18520  0.03
H: 0.17019 0.57181 2.29997  0.33
C: -0.17853 1.16743 1.44798  -0.92
H: -1.22318 1.43733 1.61902  0.29
C: -0.06129 -1.17140 -1.39023  -0.35
H: -1.72551 -0.78731 0.00092  0.32
H: 0.17632 -2.23653 -1.52449  0.30
C: 1.09531 0.61640 -0.57901  0.58
O: 1.93206 1.48665 -0.52655  -0.59
H: -0.31116 -1.53942 0.75443  0.29
H: 0.41859 2.07693 1.39472  0.34

Cartesian forces (eV/Å) of the 6 atoms listed first:
0.01 0.04 -0.01
0.19 0.04 0.08
0.06 -0.08 -0.01
0.33 -0.01 0.06
0.02 -0.09 -0.13
-0.02 0.26 -0.05

Its SMILES is CN1CCOC1=O. The energy relative to the best compared isomer or geometry (same formula, charge and spin) comes out at 7.8 kcal/mol. The value obtained for the HOMO energy is -9.7 eV. As for the LUMO energy: 0.812 eV. The calculation puts the orbital gap at 0.3852 hartree.

***

The following is a DFT calculation (wB97M-V/def2-TZVPD) of a cluster of 11 separate species, C15H29Cl20NO3S2 in total at a distorted geometry.

Each line ends with the Mulliken charge.
Atoms and positions in Å:
C: 6.85340 1.57733 1.64590  -0.37
Cl: -3.64121 -5.69417 -9.85523  -0.16
Cl: -2.66166 -1.08305 4.19751  -0.16
C: 2.67733 0.13453 -0.02297  0.16
Cl: 5.25360 1.76410 0.91378  0.03
Cl: -3.83798 -4.06252 -5.18490  -0.11
Cl: -2.04340 -4.84984 -2.12942  -0.11
C: 2.07829 -1.01741 -0.82173  -1.76
H: -0.27346 -7.66307 -5.75709  0.35
Cl: 7.56804 4.62443 -0.55195  -0.14
Cl: 7.42732 -0.09227 1.51887  -0.18
H: -4.89880 -1.96135 -5.12863  0.33
S: 0.51578 1.40200 -0.81565  0.55
H: -4.16560 -5.76642 -1.70501  0.27
C: -2.14477 5.26475 0.09491  0.22
C: 2.87403 -0.30313 1.49493  0.12
O: 0.08667 2.75243 -0.70311  -0.45
H: 3.24391 -1.32770 1.55421  0.32
H: -0.95974 -6.79500 -4.36408  0.12
Cl: -2.98018 5.02180 1.63721  -0.12
H: -1.47952 4.42681 -0.07642  -0.19
C: -3.15552 -6.01184 -1.39618  -0.28
C: -2.74495 0.67958 4.12231  0.09
H: -3.76038 0.97539 3.88534  0.32
H: 6.79325 1.84532 2.69416  0.32
C: 1.54036 -0.24380 2.25792  -1.36
Cl: -3.50033 5.74273 8.33270  -0.17
H: 2.79407 -1.83899 -0.73632  0.48
C: -3.94474 4.43652 7.22674  -0.11
H: 3.67677 0.33855 -0.39332  0.48
H: 1.67029 -0.49398 3.30531  0.52
C: -0.88284 -6.82256 -5.44560  -0.18
H: -2.06170 1.03589 3.35716  -0.09
N: -1.40647 -0.13894 -0.69821  -0.62
H: 0.05551 2.11246 5.56798  0.08
H: -1.98285 -4.62768 -8.56988  0.19
H: -3.20645 3.64704 7.30445  0.07
H: -2.88528 5.32375 -0.69450  0.31
H: -2.89400 -7.00779 -1.73495  0.29
H: 0.84206 -0.92888 1.77131  0.25
C: -1.75051 -1.19777 -0.26005  0.61
Cl: -2.29038 1.40283 5.66979  -0.15
Cl: 1.94516 2.08448 4.16628  -0.10
H: 3.60393 0.36452 1.98956  -0.03
H: 1.02407 3.59069 5.72666  0.36
C: 0.61383 2.86584 5.03191  -0.29
C: -3.04983 -4.48909 -8.70278  0.25
H: -4.92251 4.06091 7.50574  0.30
C: -3.88587 -2.30876 -4.96098  -0.39
Cl: -2.50359 -7.01423 -6.12596  -0.14
O: 1.96706 1.40519 -0.08944  -0.24
H: 1.15423 -1.40994 -0.39977  0.34
S: -2.17413 -2.54029 0.34621  -0.27
Cl: -0.11862 -5.32772 -5.99848  -0.14
H: -3.56240 -4.62354 -7.75863  -0.11
H: 7.97746 6.34425 1.00015  0.28
H: 1.10697 0.74351 2.15578  0.25
Cl: -3.38675 -1.86241 -3.32647  -0.09
H: 1.99237 -0.82166 -1.88893  0.41
Cl: -3.34477 -2.83934 -9.27224  -0.18
O: -0.53781 0.54279 0.20418  0.12
H: 7.55172 2.23043 1.13688  0.22
Cl: 6.70385 4.80300 2.23796  -0.12
Cl: -4.00587 4.98959 5.55128  -0.10
Cl: -3.07663 -5.97724 0.37109  -0.17
C: 7.13134 5.70434 0.77836  -0.25
H: 6.27870 6.30214 0.47758  0.26
Cl: -0.47310 3.69226 3.91097  -0.04
Cl: -1.19574 6.75666 0.09852  -0.17
H: -3.21103 -1.84656 -5.67268  0.25

Cartesian forces (eV/Å) of the 6 atoms listed first:
0.04 0.00 0.00
0.03 -0.01 0.05
-0.01 -0.02 -0.09
0.61 -1.14 1.48
0.52 0.46 -0.03
-0.06 0.04 -0.05

The value obtained for the HOMO energy is -9.6 eV. As for the LUMO energy: -0.743 eV. The calculation puts the orbital gap at 0.3246 hartree.

***

One value per record, in order, for molar mass: 86.09 336.85 256.11 470.85 101.10 1044.60 g mol⁻¹.